{"formula": "C3H9NO2", "method": "the ωB97M-V functional and the def2-TZVPD basis", "species": ["O", "O", "N", "C", "C", "C", "H", "H", "H", "H", "H", "H", "H", "H", "H"], "xyz": [[1.1088, -1.8295, -0.5568], [-0.3610, 2.4606, 0.1827], [-0.8449, 0.0094, -1.0307], [-0.9931, 1.6512, 0.7980], [-1.3956, 0.3030, 0.2832], [2.0346, -1.0129, 0.1248], [-0.3761, 0.8064, -1.4416], [-1.0555, -0.4340, 1.0184], [3.0316, -1.4318, -0.0105], [-2.4883, 0.2795, 0.2626], [1.8350, -1.0086, 1.2002], [2.0950, -0.0066, -0.3032], [-1.3382, 1.8391, 1.8368], [0.2904, -1.2903, -0.6933], [-1.5425, -0.3354, -1.6706]], "lowdin_charge": [-0.166, 0.065, 0.004, -0.263, -0.218, -0.193, 0.088, 0.119, 0.070, 0.125, 0.070, 0.073, 0.125, 0.006, 0.095], "orbital_gap_ev": 10.350, "smiles": "NCC=O.CO", "relative_energy_kj_mol": 176.9, "total_energy_ha": -324.90523}

---

{"formula": "C17H29N4O4P", "method": "the ωB97M-V functional and the def2-TZVPD basis", "species": ["P", "O", "O", "O", "O", "N", "N", "N", "N", "C", "C", "C", "C", "C", "C", "C", "C", "C", "C", "C", "C", "C", "C", "C", "C", "C", "H", "H", "H", "H", "H", "H", "H", "H", "H", "H", "H", "H", "H", "H", "H", "H", "H", "H", "H", "H", "H", "H", "H", "H", "H", "H", "H", "H", "H"], "xyz": [[-2.4384, 1.1588, 1.1446], [3.2321, -2.9244, 1.3233], [0.7167, -0.8592, -4.6332], [1.0914, -2.4571, 1.4830], [-1.1286, -0.8452, -3.2752], [2.1561, -2.5379, 0.8159], [2.1174, -1.1211, -4.5144], [0.0701, -1.0444, -3.3924], [3.4275, -1.8457, -2.6276], [2.2834, -1.4770, -3.2108], [-2.1108, -0.5450, 0.4951], [-2.6114, 2.0488, -0.4753], [-1.5496, 4.2813, -2.4450], [3.3417, -2.1903, -1.3414], [1.0372, -1.4419, -2.4834], [-2.9036, 4.2648, -1.7366], [-3.4130, -1.2733, 0.1269], [-4.3876, -1.4056, 1.3024], [0.9289, -1.8072, -1.1617], [2.1325, -2.1822, -0.5671], [-1.4687, 3.5034, 5.1204], [-2.9265, 3.5482, -0.3720], [-0.7594, 1.7323, 1.6895], [-1.6007, 3.1985, 3.6269], [-0.6816, 2.0528, 3.1930], [-5.6614, -2.1481, 0.8990], [-2.2310, 4.0451, 0.3212], [-0.9196, 1.1569, 3.7856], [-2.6433, 2.9492, 3.3825], [-3.2476, 5.2960, -1.5874], [-3.4447, 1.5517, -1.0020], [-1.4539, -0.4888, -0.3879], [-3.9332, 3.6676, 0.0578], [-1.3489, 4.0966, 3.0466], [4.2604, -2.5010, -0.8429], [-3.8876, -1.9493, 2.1145], [0.3567, 2.3219, 3.4408], [-1.5836, -1.0956, 1.2926], [-0.4376, 3.7709, 5.3777], [-3.9151, -0.7554, -0.7057], [-3.1662, -2.2808, -0.2447], [-2.1114, 4.3425, 5.4008], [-0.0330, 0.9451, 1.4365], [-0.7690, 4.7191, -1.8119], [-6.3187, -2.2819, 1.7627], [-1.2332, 3.2755, -2.7450], [-1.6159, 4.8879, -3.3539], [-0.0227, -1.8314, -0.6572], [-5.4241, -3.1408, 0.4998], [-1.7607, 2.6372, 5.7241], [-4.6326, -0.4091, 1.6980], [-6.2156, -1.5924, 0.1342], [-0.5202, 2.6380, 1.1103], [-1.6931, 1.8697, -1.0578], [-3.6407, 3.7804, -2.3884]], "lowdin_charge": [0.990, 0.072, 0.044, 0.056, 0.094, -0.315, 0.165, -0.159, 0.148, -0.295, -0.388, -0.382, -0.118, -0.004, -0.090, -0.273, -0.286, -0.302, 0.127, -0.109, -0.121, -0.275, -0.365, -0.303, -0.293, -0.121, 0.093, 0.108, 0.083, 0.103, 0.082, 0.045, 0.107, 0.104, 0.129, 0.110, 0.109, 0.082, 0.071, 0.103, 0.110, 0.067, 0.072, 0.074, 0.067, 0.060, 0.069, 0.111, 0.070, 0.073, 0.073, 0.072, 0.075, 0.072, 0.105], "orbital_gap_ev": 5.754, "smiles": "O=[N+]([O-])c1cnc2no[n+]([O-])c2c1.CCCCP(CCCC)CCCC", "total_energy_ha": -1526.23363}